Entry 1:
A 10-piece molecular cluster, C30H80O10 overall in a non-equilibrium geometry, computed with the ωB97M-V functional and the def2-TZVPD basis.

The geometry in XYZ format:
```
120
Properties=species:S:1:pos:R:3:forces:R:3
H -5.395358 3.143963 4.093988 -0.2 0.5 0.1
H -1.384147 -0.737903 4.943259 0.4 0.2 -0.2
O 0.060449 6.602818 -2.971770 0.5 2.5 0.6
H 1.190034 -3.196713 -4.406943 -0.4 0.2 0.3
H 0.565992 4.200378 -1.830345 0.2 0.3 0.1
H 1.585774 -3.416270 2.070541 0.3 0.4 0.2
H -1.373281 -3.074700 2.976608 0.2 0.2 -0.2
O 0.913899 -0.276555 1.733901 -0.1 -0.4 0.9
H -2.230274 4.634489 -4.056108 0.0 -0.2 -0.4
H 8.415581 -3.815902 0.967960 0.0 0.1 0.0
H 2.333156 -1.436329 -0.245780 0.1 0.2 0.0
H 0.920034 -1.012208 -3.773131 -0.2 -0.5 0.4
O 6.076094 -2.379795 1.474318 0.5 -0.3 1.0
H -3.438410 -2.490514 5.161395 0.6 -0.2 -0.1
C -1.656886 5.552575 -4.184323 -0.5 -0.5 0.0
H 0.001574 -2.263351 3.823498 0.2 -0.6 -0.2
O 3.349949 -2.368019 3.680348 -0.5 0.6 1.1
H -3.346919 2.816565 -2.804140 0.4 -0.4 -0.1
H -3.817863 -0.617993 -3.313976 0.3 -0.4 -0.5
O 2.277619 -5.664414 -4.798645 0.0 -0.1 0.1
H -0.605052 3.975921 1.064472 0.3 0.3 -0.1
C -0.838906 4.590027 1.934118 -0.1 0.3 1.8
C 2.116748 -4.154131 2.671987 -0.2 -0.3 0.5
C 0.228416 -0.174079 -3.687712 2.2 -0.5 1.6
H 1.120708 -7.260692 -2.670176 0.1 0.0 -0.4
H -3.198487 2.392927 2.245856 0.4 0.4 -0.1
H 6.216193 -2.446007 -1.771765 0.0 0.4 -0.4
H 3.428967 -5.634796 4.233029 0.3 -0.3 -0.9
C 6.539860 -2.943901 0.256250 -0.7 -0.5 -0.2
H 0.277084 0.379391 -5.822049 0.7 0.0 0.4
C 1.377607 -0.970360 -0.486411 -0.7 0.5 -0.7
C -1.028150 -2.612233 3.901331 -0.1 0.0 0.4
C -1.827020 -1.342706 4.151945 0.3 -0.8 -0.2
C 1.354483 -6.201303 -2.564648 -0.9 1.1 -1.1
H -5.537566 -0.196407 -0.723162 -0.6 0.8 -0.6
H -0.860177 -0.040575 -0.351134 -0.7 0.6 -0.9
H -1.684543 -1.566354 -4.616539 -0.1 -0.3 -0.1
C 1.310916 -3.809670 -3.513763 0.4 -1.6 0.3
H 0.985841 6.554640 -2.720907 0.0 0.0 0.1
H -5.159031 1.240756 -2.880439 -0.6 -0.7 0.2
H 3.894476 -4.763059 5.471205 1.0 0.9 0.3
H -1.143846 -3.387168 4.659079 0.2 0.2 0.4
H -0.535821 -0.323122 -2.924937 -0.1 -0.4 -0.2
C -0.433068 4.397151 -2.219268 0.1 -0.5 -0.6
C -4.538240 -0.062363 -1.137275 -0.5 0.0 0.1
H -1.080500 4.695704 -1.394769 0.0 0.6 -0.1
H -1.735802 -1.050747 -6.343579 0.1 0.1 0.0
C 0.034823 6.734655 3.348751 -1.9 -0.1 0.3
H -0.083661 1.655444 -0.691662 -0.5 -0.4 -0.5
C -1.103387 -1.224440 -5.472956 1.5 0.7 0.5
H 2.276762 -3.583346 -3.062066 0.2 0.0 -0.1
H 6.122239 -3.949954 0.216946 -0.4 0.0 -0.1
H 4.839993 -4.534145 3.881856 -0.2 0.0 0.2
H -0.297943 -1.926850 -5.687381 -0.4 -0.5 -0.2
H -2.900061 2.199321 -1.168835 0.2 -0.1 -0.2
H -0.797785 3.395072 -2.444907 -0.1 0.0 -0.6
H -3.815495 3.824153 4.471976 0.0 0.3 -0.1
H -3.809086 -1.766081 3.622149 -0.2 -0.2 -0.1
H 0.879587 0.590663 -3.264332 -0.1 0.7 -0.4
C -3.679860 2.260131 -1.927988 -0.1 0.1 0.1
H 0.591076 -5.778978 -1.911236 -0.2 -0.1 0.2
H 8.477720 -2.139260 0.286579 0.4 0.1 0.6
C 0.014924 5.855300 2.088814 0.7 0.0 -1.8
C -4.797588 1.076790 2.643879 -1.2 1.5 -1.5
H -2.779521 0.684504 3.563750 0.6 -0.5 -0.1
H 4.834361 -2.322624 -0.724979 -0.1 0.8 -0.1
H -4.338378 -1.097410 -1.414466 0.6 0.0 -0.1
H 6.539480 -1.539526 1.502808 -0.1 0.4 0.5
H -2.078433 0.577449 -4.511614 -0.6 0.6 0.4
C 0.981823 0.184624 0.418885 0.5 0.9 -0.5
H -0.731713 3.960324 2.817341 0.0 -0.3 0.0
H -0.848222 -0.416815 2.729318 0.6 0.1 -0.4
O -3.085789 1.450605 4.054563 0.9 1.1 1.6
H -5.525333 1.363448 1.884723 -0.2 0.9 -0.2
H 2.850925 -4.663907 2.048124 -0.2 -0.1 -0.1
H 0.137312 6.200763 4.293509 0.7 -0.3 -0.2
H 0.373902 5.031989 -4.152141 0.1 -0.5 0.0
H 4.144712 -2.485333 3.154809 0.2 -0.2 -0.2
H -4.254008 0.372022 2.014646 0.2 -0.8 1.0
H 1.053587 5.609982 1.867220 0.3 -0.4 0.3
H 6.157044 -1.019676 -0.656367 -0.3 0.0 -0.1
H 1.746866 0.959831 0.375613 0.4 0.1 -0.1
H 0.586751 -3.702426 -2.706177 -0.4 0.8 -0.4
C -4.277631 0.912959 -2.329266 0.0 0.6 0.5
C -0.363253 5.391484 -3.434170 -0.3 -2.2 0.9
C 5.890941 -2.066458 -0.803125 0.7 -1.7 -0.5
H 1.360099 -0.573539 -1.501459 0.5 -0.2 -0.1
H 1.939956 -3.624973 4.658748 0.6 0.8 0.7
H 1.662971 -0.876912 1.725978 0.1 -0.4 1.1
H -4.014823 0.189511 -0.214940 0.7 0.0 -0.4
C 8.036523 -3.132854 0.207792 0.3 1.1 -0.5
H -5.456148 0.759095 3.452249 0.7 -0.7 0.2
H 8.394556 -3.416980 -0.781750 -0.3 -0.5 -0.1
H 0.645053 7.637416 3.321444 0.6 -0.5 -0.4
H -1.413505 5.705904 -5.235678 -0.4 0.1 0.0
H -0.532474 6.223327 0.168966 0.2 -0.4 0.2
H -3.790739 -0.821464 5.071886 0.4 0.4 -0.1
H -1.884040 4.896783 1.892960 -0.1 0.0 -0.1
C -4.447372 3.462790 3.660652 0.4 -1.4 0.3
H -4.464039 2.919978 -1.556822 -0.2 -0.2 0.4
O -1.763161 -0.675836 2.861181 -1.1 0.4 1.1
H 1.317976 -4.812123 3.014172 0.1 -0.7 -0.4
C 2.787863 -3.641621 3.974009 0.6 -0.6 -2.6
C -3.811931 2.172331 3.119415 -1.4 -0.8 -1.4
H 0.606489 -1.740704 -0.480027 -0.1 -0.1 0.2
H 2.287784 -6.100959 -2.010580 0.2 0.2 -0.5
H 0.288866 -5.457086 -4.412747 -0.3 -0.4 0.3
O -1.331654 1.055093 -4.880102 -0.5 1.3 -0.3
C 1.236166 -5.316960 -3.892083 1.0 0.0 1.5
C -0.318659 0.840558 -0.006939 0.0 -1.0 0.5
H -4.580193 4.205685 2.874165 -0.1 -0.1 0.2
C -0.351061 0.070006 -4.986698 -2.3 -0.7 -2.5
H -2.322996 6.330584 -3.811360 0.4 0.3 0.1
C 3.881539 -4.655168 4.386636 -2.0 -0.5 1.0
O -3.430765 0.260237 -3.292549 -0.4 -0.1 0.7
C -3.252425 -1.610137 4.546217 -1.4 -0.1 -0.5
H -0.946283 7.177117 3.521267 -0.5 0.0 -0.4
H 2.314179 -4.932223 -5.418453 0.2 0.0 -0.3
H -0.928874 1.228797 0.808533 0.4 0.2 0.3
O -0.378668 6.693079 0.991938 -0.1 1.5 0.3
```
Forces are in eV/Å.

LUMO (spin up / spin down) (eV): 2.36 / 2.35
Multiplicity: 2
⟨S²⟩: 0.751
Charge: -1


Entry 2:
C13H15BrN2O5W as an isolated structure, computed with the ωB97M-V functional and the def2-TZVPD basis.

The geometry in XYZ format:
```
37
Properties=species:S:1:pos:R:3:forces:R:3
H -1.318330 1.767246 2.649086 0.0 -0.1 0.0
O -0.235943 1.045472 -1.501883 -0.1 0.0 0.1
N 0.796859 2.277583 1.052821 0.0 0.0 0.1
H 3.497403 -2.763095 -1.254161 0.0 0.0 0.0
H 1.585573 2.528854 0.453686 0.0 0.0 0.0
H 4.397650 0.079404 -1.438022 0.0 0.0 0.0
C 3.474515 -1.789935 -0.765934 0.0 0.0 0.0
Br -3.108154 1.566205 4.937930 0.0 0.0 0.0
H -3.387959 0.245341 -0.604847 0.0 0.0 0.0
C 2.113711 -1.540662 -0.140528 0.0 0.0 0.0
C -3.400518 0.518650 0.439416 -0.1 0.0 0.0
C -4.531914 0.386583 1.217683 0.0 0.0 0.2
O -0.651128 0.155399 -3.560561 0.0 0.0 0.0
O -1.414859 -1.214751 -0.731250 0.1 0.0 0.0
O 1.941645 -0.060022 -0.195072 0.0 0.1 0.0
C -3.290397 1.139800 3.130080 -0.3 0.1 -0.3
C 1.145303 -0.843176 -2.231341 -0.1 0.0 0.0
C -0.291989 -1.497086 -0.278416 0.0 -0.2 -0.1
C -0.020133 0.065485 -2.585693 0.0 -0.1 0.0
C 2.259507 0.046253 -1.642803 0.0 0.0 0.0
H 0.897853 -2.918762 -1.402284 0.0 0.0 0.0
N -2.250583 0.983319 0.969133 0.4 -0.2 -0.2
H -5.350375 0.513433 3.211085 0.0 0.0 0.0
H 2.001408 -1.873331 0.884007 0.0 0.0 0.0
H -5.445726 0.031935 0.762276 0.0 0.0 0.0
W -0.276230 0.519439 0.243535 -0.5 0.4 -0.1
C 3.617673 -0.611260 -1.750608 0.0 0.0 0.0
C 0.938183 -1.888004 -1.053665 0.0 0.0 0.0
H 4.253461 -1.781719 -0.008319 0.0 0.0 0.0
H 0.231789 3.124001 1.146629 0.0 0.0 0.0
C -4.480499 0.663291 2.585129 0.1 -0.1 -0.3
C -2.235863 1.332906 2.266670 0.5 0.1 0.4
H 2.218958 1.090006 -1.940359 0.0 0.0 0.0
O -0.169001 -1.162328 1.089793 0.1 -0.1 0.0
H 1.218809 2.121401 1.972072 0.0 0.0 0.0
H 1.440952 -1.341793 -3.151496 0.0 0.0 0.0
H 3.828350 -0.916082 -2.773788 0.0 0.0 0.0
```
Forces are in eV/Å.

LUMO (eV): -8.21
Charge: +2


Entry 3:
A 2-piece molecular cluster, C2H3ClO3 overall in a non-equilibrium geometry, computed with the ωB97M-V functional and the def2-TZVPD basis.

The geometry in XYZ format:
```
9
Properties=species:S:1:pos:R:3:forces:R:3
O 0.744476 0.732586 -0.651546 0.1 0.2 -0.3
H 0.074042 -1.326408 -1.674917 0.1 0.3 0.2
O 0.158833 -1.433908 -0.711698 -0.2 -0.9 -0.5
Cl -2.814213 2.836810 1.255229 -0.3 0.3 0.1
H 0.580769 -0.480719 0.969511 0.0 0.0 -0.3
C 0.510495 -0.314035 -0.120731 0.3 0.3 0.8
C -1.678293 1.571100 0.893753 0.2 -0.2 -0.2
H -0.649310 1.945851 0.953428 0.0 -0.1 0.0
O -2.009322 0.473458 0.597394 0.0 0.1 0.1
```
Forces are in eV/Å.

SMILES: O=CCl.O=CO
LUMO (eV): 0.68


Entry 4:
An isolated ion of composition C4H8IN2S and charge +1 in a non-equilibrium geometry, computed with the ωB97M-V functional and the def2-TZVPD basis.

The geometry in XYZ format:
```
16
Properties=species:S:1:pos:R:3:forces:R:3
H 1.104112 2.207736 -0.574921 0.2 0.2 0.6
H 1.507320 -1.769137 0.019999 0.4 -0.7 0.4
S -0.802344 -1.949870 -0.329707 0.5 -1.1 0.1
C -0.493507 -0.323952 0.038120 0.4 1.1 -0.4
N -1.473967 0.575296 0.218382 0.0 -2.4 -0.6
H 0.963770 1.935152 1.317171 0.0 0.1 -2.1
I -3.532503 0.120043 -0.172253 1.8 0.5 0.4
H 1.555234 -0.220347 -0.442469 -2.0 1.7 1.4
H -1.299098 2.312229 1.081403 -0.3 1.8 1.1
C 0.915898 -2.634274 -0.244359 -0.5 -0.7 1.7
H 1.034571 -3.501116 0.507640 -0.5 1.7 -1.0
N 0.742779 0.266512 0.084186 0.3 -3.1 -1.6
C 0.604416 1.680870 0.240885 1.3 1.0 2.5
C -0.873705 1.904493 0.220998 -1.9 0.4 -3.1
H -1.179357 2.392104 -0.777569 0.2 -0.2 1.8
H 1.226382 -2.995745 -1.187499 0.1 -0.3 -1.1
```
Forces are in eV/Å.

LUMO (eV): -5.16
Charge: +1